[1]
# C5H10

C5H10 as an isolated structure at a distorted geometry (ωB97M-V with the def2-TZVPD basis set, the Open Molecules 2025 dataset).

Cartesian coordinates (Å):
C1 1.489 1.501 0.406
C2 -1.167 0.192 0.106
C3 0.328 -1.170 -1.195
C4 -1.484 -0.970 0.900
C5 -0.582 -0.067 -1.134
H1 0.488 1.836 -0.016
H2 0.672 -1.601 -0.266
H3 -0.912 -1.305 -1.366
H4 2.432 1.541 -0.135
H5 -1.301 1.192 0.592
H6 1.448 0.500 0.820
H7 -1.769 -1.961 0.502
H8 0.871 -1.257 -2.136
H9 -2.147 -0.744 1.751
H10 1.635 2.313 1.172

Cartesian forces (eV/Å) of the 2 atoms listed first:
C -0.4 1.9 1.0
C -0.6 -3.5 3.8

Its charge is 0. The HOMO energy is -8.03 eV. The value obtained for the total energy is -5341.054 eV. The value obtained for the relative energy (zero: lowest compared OMol25 entry of this formula, charge and spin) is 143.2 kcal/mol. As for the HOMO-LUMO gap: 8.259 eV.



[2]
# C13H26Cl2O2RuSi

C13H26Cl2O2RuSi as an isolated structure at a distorted geometry (ωB97M-V with the def2-TZVPD basis set, the Open Molecules 2025 dataset).

Cartesian coordinates (Å):
Ru1 -0.632 0.135 -0.265
Cl1 -2.261 0.371 1.254
Cl2 -2.122 -0.702 -2.409
Si1 -0.345 -2.923 1.528
O1 0.770 -1.078 -0.901
O2 0.315 -1.368 1.628
C1 -0.795 2.215 -0.781
C2 -0.495 2.818 1.757
C3 1.049 -4.081 1.046
C4 -1.560 -2.890 0.115
C5 2.665 1.257 -1.999
C6 -0.041 2.329 0.433
C7 -0.239 1.298 -3.193
C8 1.441 1.670 -1.242
C9 -2.184 2.597 -1.068
C10 1.336 1.969 0.130
C11 0.101 1.619 -1.788
C12 2.477 1.934 1.110
C13 -1.376 -3.087 3.055
H1 0.498 0.604 -3.632
H2 0.723 -5.125 1.236
H3 -2.169 -2.330 3.047
H4 1.953 -3.819 1.636
H5 -1.935 -3.860 -0.119
H6 -2.263 3.396 -1.812
H7 -2.694 2.918 -0.160
H8 2.099 1.737 2.132
H9 2.420 0.558 -2.808
H10 3.393 0.783 -1.326
H11 -2.682 1.723 -1.484
H12 -1.546 2.567 1.859
H13 0.479 -1.438 -1.745
H14 -0.804 -2.928 3.978
H15 3.157 2.127 -2.459
H16 -2.401 -2.247 0.370
H17 3.065 2.877 1.142
H18 -1.223 0.703 -3.116
H19 -1.853 -4.073 3.095
H20 0.062 2.309 2.543
H21 -0.461 2.138 -3.872
H22 -1.157 -2.473 -0.806
H23 -0.395 3.890 1.928
H24 3.174 1.120 0.826
H25 1.258 -3.868 -0.031
H26 1.200 -1.374 1.168

Cartesian forces (eV/Å) of the 2 atoms listed first:
Ru 0.7 -0.1 0.0
Cl -3.1 -0.5 2.2

Its charge is -2. The HOMO energy (alpha / beta) is 1.33 / 0.49 eV. The value obtained for the total energy is -53502.894 eV. As for the multiplicity: 5. The value obtained for the relative energy (zero: lowest compared OMol25 entry of this formula, charge and spin) is 32.4 kcal/mol. As for the HOMO-LUMO gap (alpha / beta): 3.914 / 4.749 eV.



[3]
# C32H72F12N10O24S12

A 10-piece molecular cluster, C32H72F12N10O24S12 overall at a distorted geometry (ωB97M-V with the def2-TZVPD basis set, the Open Molecules 2025 dataset).

Cartesian coordinates (Å):
S1 -1.278 -5.008 5.715
S2 3.107 -3.732 -3.226
S3 -0.927 -6.614 7.440
S4 -0.782 1.049 3.942
S5 -5.283 -1.795 -0.718
S6 1.624 3.753 -3.493
S7 -1.344 3.073 2.722
S8 1.210 -5.214 -3.564
S9 -2.326 -0.390 -7.392
S10 -1.405 -0.513 -5.207
S11 1.011 3.875 -5.774
S12 -5.344 -2.787 1.484
F1 -4.839 -0.317 -1.193
F2 1.545 4.525 -7.173
F3 -1.537 -6.892 8.935
F4 3.550 -2.218 -3.684
F5 2.830 4.296 -2.556
F6 -5.096 -2.312 3.021
F7 -2.700 -4.447 5.205
F8 0.049 -0.816 -4.639
F9 -2.140 -0.935 -8.912
F10 -2.309 3.547 1.538
F11 -1.703 -0.140 4.462
F12 0.337 -5.519 -4.867
O1 -6.621 -1.967 -1.193
O2 -2.207 -1.374 -4.365
O3 0.543 4.494 -2.876
O4 -0.594 1.820 5.137
O5 -2.148 1.023 -7.702
O6 -0.574 -3.754 5.930
O7 1.940 -6.446 -3.480
O8 -4.243 -2.539 -1.355
O9 -0.027 3.156 2.152
O10 0.269 -4.917 -2.500
O11 -0.239 4.579 -5.661
O12 -3.676 -0.806 -7.052
O13 -4.295 -3.765 1.403
O14 -0.892 -5.925 4.668
O15 -6.706 -3.238 1.463
O16 4.314 -4.452 -3.507
O17 -1.666 4.016 3.748
O18 0.966 2.475 -6.153
O19 -1.563 0.895 -4.961
O20 2.708 -3.465 -1.876
O21 -1.175 -7.943 6.934
O22 0.376 -6.130 7.806
O23 1.714 2.352 -3.259
O24 0.379 0.486 3.293
N1 3.968 2.672 1.508
N2 2.206 4.308 -4.944
N3 -1.114 -1.078 -6.743
N4 1.991 -3.904 -4.213
N5 -0.975 -0.976 -0.343
N6 -1.993 -5.601 7.079
N7 -5.092 -1.412 0.874
N8 -1.925 1.626 2.851
N9 2.516 -3.013 5.256
N10 -3.663 4.772 -5.197
C1 -3.392 4.184 -1.366
C2 -0.370 -2.684 1.435
C3 -2.067 -0.057 -0.906
C4 0.044 0.053 0.101
C5 3.153 1.905 2.616
C6 2.797 -3.154 2.680
C7 -3.110 3.456 -5.830
C8 -2.940 4.405 -2.810
C9 1.266 -3.885 5.285
C10 5.416 2.748 1.913
C11 2.630 -4.518 7.167
C12 3.562 -3.881 1.547
C13 -4.109 4.674 -3.755
C14 3.404 -3.428 4.088
C15 1.181 -4.417 6.707
C16 -1.395 1.255 -1.443
C17 4.231 0.047 -1.396
C18 -0.803 -3.574 2.577
C19 -2.849 6.032 -5.421
C20 -0.465 -1.875 -1.420
C21 -3.356 3.671 -7.297
C22 3.286 4.035 1.563
C23 -4.599 4.596 -7.395
C24 3.084 4.320 3.031
C25 0.040 1.136 -0.934
C26 3.242 -3.241 6.575
C27 -4.995 4.884 -5.965
C28 -1.481 -1.799 0.829
C29 2.210 -1.530 5.170
C30 3.012 2.952 3.704
C31 4.184 0.570 0.061
C32 3.728 2.044 0.152
H1 -2.500 -0.604 -1.740
H2 3.160 -5.434 6.904
H3 -5.347 4.196 -8.078
H4 3.079 -3.646 0.597
H5 -4.087 4.970 -1.061
H6 -5.372 5.897 -5.840
H7 3.088 -2.500 7.355
H8 3.479 -0.039 0.632
H9 4.371 -2.946 4.213
H10 5.841 3.648 1.469
H11 -1.133 -3.040 3.469
H12 0.357 -2.522 -1.127
H13 -0.106 -1.218 -2.212
H14 -3.648 2.633 -5.364
H15 0.172 -3.161 0.613
H16 3.298 0.289 -1.903
H17 0.961 -0.543 0.170
H18 3.496 -4.967 1.595
H19 4.582 -3.498 1.574
H20 -5.689 4.096 -5.681
H21 3.875 2.861 4.367
H22 2.237 1.640 2.087
H23 -2.038 3.383 -5.656
H24 -1.923 2.148 -1.095
H25 3.901 4.914 3.442
H26 2.771 -2.079 2.487
H27 2.128 2.870 4.334
H28 3.792 4.755 0.925
H29 -2.412 -2.306 0.570
H30 0.714 0.861 -1.743
H31 -4.293 5.506 -7.919
H32 3.459 -4.513 4.166
H33 2.300 3.803 1.159
H34 2.145 4.868 3.099
H35 -2.532 4.326 -0.709
H36 -2.374 3.514 -3.085
H37 -1.347 -2.415 -1.760
H38 -2.517 4.092 -7.847
H39 4.306 -3.385 6.393
H40 -1.856 -1.075 1.558
H41 -1.490 1.481 -2.506
H42 0.659 -3.683 7.323
H43 0.356 -3.367 4.979
H44 1.437 -1.276 5.891
H45 4.277 2.626 -0.592
H46 2.696 -4.455 8.254
H47 -4.585 5.616 -3.477
H48 0.646 -5.362 6.777
H49 0.100 -4.077 2.931
H50 -3.756 3.176 -1.172
H51 0.332 2.099 -0.512
H52 -2.756 0.129 -0.088
H53 3.602 0.946 2.867
H54 -3.587 2.730 -7.795
H55 6.003 1.896 1.584
H56 -2.794 6.203 -6.491
H57 0.433 -1.987 1.718
H58 -4.888 3.918 -3.656
H59 5.487 2.881 2.989
H60 1.740 -3.430 2.655
H61 -1.587 -4.262 2.268
H62 3.088 -0.929 5.403
H63 -2.273 5.267 -2.813
H64 1.336 -4.707 4.571
H65 2.694 2.114 -0.189
H66 -1.893 6.020 -4.906
H67 5.088 0.526 -1.873
H68 -3.376 6.843 -4.914
H69 -0.142 0.239 1.149
H70 5.167 0.467 0.522
H71 4.428 -1.023 -1.442
H72 1.928 -1.357 4.136

Cartesian forces (eV/Å) of the 2 atoms listed first:
S -6.0 3.4 -1.8
S 4.6 3.8 0.7

Its charge is -2. The HOMO energy is -5.53 eV. The value obtained for the total energy is -261014.852 eV. The value obtained for the relative energy (zero: lowest compared OMol25 entry of this formula, charge and spin) is 175.2 kcal/mol. As for the HOMO-LUMO gap: 7.506 eV.



[4]
# C5H5NO2

One molecule with the formula C5H5NO2 at a distorted geometry (ωB97M-V with the def2-TZVPD basis set, the Open Molecules 2025 dataset).

Cartesian coordinates (Å):
O1 0.637 -2.608 0.498
O2 -0.339 -2.361 -1.554
N1 0.928 0.406 0.565
C1 -0.890 1.607 -0.105
C2 -0.973 0.325 -0.644
C3 0.141 -1.866 -0.597
C4 0.245 1.600 0.617
C5 0.251 -0.361 -0.298
H1 0.649 2.473 1.137
H2 1.959 0.339 0.669
H3 0.670 -1.951 1.266
H4 -1.727 -0.067 -1.427
H5 -1.552 2.464 -0.127

Cartesian forces (eV/Å) of the 2 atoms listed first:
O -0.5 1.6 0.2
O 0.0 -0.2 -0.3

Its charge is 0. The HOMO energy is -8.89 eV. The value obtained for the total energy is -10850.273 eV. The value obtained for the relative energy (zero: lowest compared OMol25 entry of this formula, charge and spin) is 24.0 kcal/mol. As for the HOMO-LUMO gap: 9.392 eV.



[5]
# C29H56NO24

A 12-piece molecular cluster, C29H56NO24 overall at a distorted geometry (ωB97M-V with the def2-TZVPD basis set, the Open Molecules 2025 dataset).

Cartesian coordinates (Å):
O1 -0.472 -8.966 -4.113
O2 3.434 5.842 6.345
O3 7.434 4.969 -0.788
O4 2.871 10.773 -0.402
O5 2.448 -2.364 -7.774
O6 -10.381 2.835 5.425
O7 0.896 10.620 0.798
O8 -3.532 -8.282 4.985
O9 -4.551 -3.872 6.491
O10 -2.310 -10.061 -4.620
O11 3.890 -3.733 -6.906
O12 -3.550 -2.436 -10.378
O13 -4.815 -2.757 -8.561
O14 7.456 -4.755 -1.707
O15 7.066 3.283 0.611
O16 3.971 -1.369 -6.471
O17 -4.114 -4.486 -9.584
O18 3.303 3.904 7.681
O19 -0.410 -11.194 -4.422
O20 -2.506 0.986 8.360
O21 2.890 5.896 8.530
O22 2.897 11.180 1.839
O23 8.481 4.720 1.233
O24 -0.893 -0.343 -2.110
N1 -0.691 0.396 -1.042
C1 1.214 -0.932 -0.108
C2 3.457 -2.425 -6.981
C3 2.912 3.729 9.078
C4 2.310 4.978 9.442
C5 -1.033 1.826 -1.059
C6 -4.806 -3.809 -7.638
C7 -0.265 1.881 1.392
C8 4.239 11.475 1.508
C9 -9.406 2.054 6.060
C10 -0.269 -0.393 0.234
C11 -1.412 -12.176 -4.705
C12 -0.223 0.408 1.539
C13 -4.195 -3.154 -9.605
C14 4.098 11.474 -0.044
C15 -2.677 -11.370 -4.875
C16 7.602 4.422 0.339
C17 -1.260 2.331 0.362
C18 0.084 2.681 -1.737
C19 -8.065 2.385 5.460
C20 2.107 -3.734 -8.193
C21 -4.892 -4.989 -8.589
C22 3.366 -4.574 -7.989
C23 -1.281 -1.640 0.377
C24 -2.416 1.951 -1.807
C25 2.114 10.840 0.751
C26 8.748 3.600 2.085
C27 -1.022 -10.038 -4.291
C28 7.652 2.636 1.744
C29 3.250 5.252 7.417
H1 -0.143 3.746 -1.791
H2 3.085 -5.605 -7.771
H3 2.655 5.168 10.458
H4 6.984 2.744 2.599
H5 -1.437 3.394 0.524
H6 -1.188 0.281 2.030
H7 -3.081 2.765 -1.519
H8 7.304 -4.574 -2.635
H9 -2.069 2.033 -2.837
H10 8.347 -4.445 -1.545
H11 -7.682 3.276 5.957
H12 3.990 -4.617 -8.882
H13 -5.257 -4.238 7.023
H14 -5.636 -3.898 -6.937
H15 -11.186 2.838 5.947
H16 0.483 0.148 2.328
H17 3.783 3.477 9.684
H18 -7.963 2.360 4.375
H19 -4.088 -4.636 6.147
H20 -3.902 -3.845 -7.030
H21 -9.391 2.241 7.133
H22 -1.111 -12.806 -5.542
H23 -2.305 -1.352 0.613
H24 1.221 -1.316 -1.128
H25 -1.073 -2.365 1.164
H26 -1.703 -12.621 -3.753
H27 -2.196 1.993 0.807
H28 -3.199 -11.674 -5.782
H29 4.285 12.511 -0.323
H30 7.787 1.556 1.788
H31 0.214 2.497 -2.803
H32 1.036 2.421 -1.274
H33 -3.014 1.051 -1.667
H34 -7.474 1.597 5.926
H35 -0.541 2.200 2.397
H36 9.714 3.147 1.862
H37 1.508 -1.691 0.617
H38 -4.575 -5.934 -8.149
H39 -2.590 1.824 8.815
H40 -3.179 0.431 8.753
H41 -1.393 -2.266 -0.508
H42 1.266 -4.059 -7.580
H43 5.029 10.763 1.745
H44 -9.499 0.979 5.902
H45 -3.099 -8.772 4.286
H46 8.580 3.958 3.101
H47 4.936 10.869 -0.390
H48 1.843 -3.780 -9.250
H49 -3.281 -11.647 -4.011
H50 4.462 12.507 1.778
H51 -5.808 -5.224 -9.131
H52 0.719 2.247 1.099
H53 1.974 -0.153 -0.170
H54 2.105 2.998 9.138
H55 1.227 4.891 9.524
H56 -4.220 -8.869 5.299

Cartesian forces (eV/Å) of the 2 atoms listed first:
O -0.4 -1.8 0.5
O -0.1 -2.4 3.1

Its charge is +1. The HOMO energy is -11.45 eV. The value obtained for the total energy is -81595.251 eV. As for the HOMO-LUMO gap: 4.976 eV.



[6]
# C2H5ClN2S

A 2-piece molecular cluster, C2H5ClN2S overall at a distorted geometry (ωB97M-V with the def2-TZVPD basis set, the Open Molecules 2025 dataset).

Cartesian coordinates (Å):
Cl1 2.758 -0.193 -3.649
S1 -0.421 1.075 -1.466
N1 1.052 1.377 -0.711
N2 1.248 0.831 0.360
C1 -1.040 0.054 -0.051
C2 0.140 0.079 0.949
H1 -0.091 0.313 2.022
H2 -1.303 -0.939 -0.480
H3 -1.889 0.495 0.365
H4 1.993 0.868 -3.693
H5 0.564 -0.891 1.238

Cartesian forces (eV/Å) of the 2 atoms listed first:
Cl -0.5 0.7 -0.1
S -1.2 -0.3 0.4

Its charge is 0. The HOMO energy is -9.25 eV. The value obtained for the total energy is -28491.309 eV. The value obtained for the relative energy (zero: lowest compared OMol25 entry of this formula, charge and spin) is 27.6 kcal/mol. As for the HOMO-LUMO gap: 9.966 eV.



[7]
# C38H51As4NPd

C38H51As4NPd as an isolated structure (ωB97M-V with the def2-TZVPD basis set, the Open Molecules 2025 dataset).

Cartesian coordinates (Å):
Pd1 -1.254 -0.086 -0.621
As1 -0.882 -0.228 1.740
As2 0.990 -0.687 -1.156
As3 -1.241 2.576 -1.025
As4 4.700 -2.885 2.179
N1 -1.870 -7.877 5.566
C1 -0.297 1.799 -5.057
C2 1.506 3.147 -4.235
C3 0.557 4.502 0.162
C4 -3.312 3.955 -2.645
C5 -1.712 -7.307 4.566
C6 -5.418 2.660 -1.393
C7 0.163 6.788 0.787
C8 -0.874 -4.513 -0.296
C9 1.161 -1.943 -2.659
C10 2.632 -0.080 1.694
C11 5.459 -1.314 3.095
C12 2.765 -2.523 2.374
C13 -2.879 -0.520 -2.011
C14 5.215 -2.358 0.357
C15 -1.118 6.693 0.263
C16 2.614 0.343 -1.642
C17 -1.516 -6.615 3.350
C18 1.771 -1.926 0.165
C19 -0.369 2.639 -2.792
C20 -4.109 2.369 -1.033
C21 -1.059 -7.280 2.184
C22 0.928 2.423 -5.267
C23 -3.046 3.025 -1.645
C24 -1.104 -5.201 0.855
C25 -0.936 1.900 -3.831
C26 -2.010 -0.664 3.313
C27 -0.714 4.400 -0.408
C28 -1.614 -4.557 2.058
C29 1.002 5.683 0.737
C30 -4.620 4.244 -3.014
C31 -0.297 1.493 2.518
C32 0.861 3.250 -3.007
C33 0.606 -1.382 2.373
C34 1.951 -1.446 1.619
C35 -5.676 3.601 -2.381
C36 -1.796 -5.227 3.227
C37 -0.870 -6.630 1.004
C38 -1.552 5.511 -0.327
H1 2.789 1.160 -0.941
H2 -0.489 -5.013 -1.178
H3 -0.516 -7.183 0.139
H4 -4.814 4.966 -3.800
H5 -6.236 2.134 -0.917
H6 5.274 -0.383 2.564
H7 5.025 -1.245 4.093
H8 2.466 3.629 -4.377
H9 -0.997 -3.435 -0.329
H10 0.355 -2.671 -2.574
H11 2.720 -2.282 -0.240
H12 -2.176 -4.696 4.095
H13 2.283 -3.489 2.203
H14 -2.542 -1.141 -2.853
H15 -3.369 0.357 -2.459
H16 0.499 7.710 1.247
H17 -2.380 -1.686 3.228
H18 2.127 -2.456 -2.669
H19 1.029 -1.383 -3.586
H20 0.217 1.356 3.474
H21 0.798 -1.069 3.407
H22 1.432 2.335 -6.222
H23 1.201 3.626 0.181
H24 2.822 0.201 2.734
H25 -3.679 -1.079 -1.509
H26 1.991 0.684 1.253
H27 1.089 -2.783 0.167
H28 3.496 -0.303 -1.678
H29 -0.750 1.211 -5.846
H30 -2.488 4.454 -3.144
H31 2.687 -2.342 3.454
H32 4.865 -1.366 0.077
H33 6.306 -2.376 0.322
H34 2.437 0.766 -2.632
H35 -1.861 1.361 -3.663
H36 -2.863 0.016 3.316
H37 -1.190 2.101 2.673
H38 -2.555 5.457 -0.730
H39 3.579 -0.070 1.153
H40 -1.869 -3.505 1.987
H41 1.334 3.821 -2.218
H42 -1.788 7.543 0.314
H43 -6.697 3.819 -2.673
H44 0.347 2.020 1.816
H45 -1.453 -0.557 4.248
H46 0.183 -2.391 2.420
H47 -3.889 1.584 -0.315
H48 -0.856 -8.346 2.246
H49 6.534 -1.462 3.200
H50 4.837 -3.085 -0.360
H51 1.997 5.734 1.165

Cartesian forces (eV/Å) of the 2 atoms listed first:
Pd -0.1 0.7 0.0
As 0.0 0.0 0.3

Its charge is -2. The HOMO energy is -0.48 eV. The value obtained for the total energy is -288555.744 eV. As for the HOMO-LUMO gap: 4.471 eV.



[8]
# C9H23INO3

A 3-piece molecular cluster, C9H23INO3 overall at a distorted geometry (ωB97M-V with the def2-TZVPD basis set, the Open Molecules 2025 dataset).

Cartesian coordinates (Å):
I1 -0.881 1.362 1.498
O1 1.908 0.816 3.521
O2 0.170 -2.096 -0.678
O3 -0.822 2.108 -2.155
N1 1.165 -1.506 1.808
C1 2.196 2.237 3.776
C2 1.135 -2.841 1.279
C3 -2.052 1.709 -4.231
C4 2.573 -1.205 2.146
C5 -0.088 -2.987 0.414
C6 -0.945 -1.959 -1.523
C7 2.735 0.336 2.436
C8 -3.273 2.141 -1.993
C9 -2.020 1.524 -2.679
H1 -0.249 -3.999 0.042
H2 -3.094 1.761 -4.545
H3 -1.938 -1.902 -1.077
H4 3.200 -1.516 1.310
H5 -1.649 0.840 -4.751
H6 2.895 -1.772 3.019
H7 -1.480 2.605 -4.475
H8 1.991 -3.012 0.626
H9 1.809 2.515 4.756
H10 -0.939 -2.696 1.029
H11 -4.121 1.477 -2.156
H12 -2.104 0.484 -2.362
H13 3.809 0.516 2.475
H14 -0.799 -1.136 -2.223
H15 3.264 2.450 3.794
H16 -3.176 2.269 -0.915
H17 -3.541 3.054 -2.525
H18 -0.858 2.061 -1.197
H19 1.717 2.875 3.033
H20 -0.937 -2.857 -2.141
H21 0.706 -0.968 1.087
H22 2.535 0.954 1.560
H23 1.156 -3.643 2.017

Cartesian forces (eV/Å) of the 2 atoms listed first:
I -0.3 0.3 -0.4
O 2.0 0.9 -0.1

Its charge is -1. The HOMO energy is -3.70 eV. The value obtained for the total energy is -25439.724 eV. The value obtained for the relative energy (zero: lowest compared OMol25 entry of this formula, charge and spin) is 45.7 kcal/mol. As for the HOMO-LUMO gap: 7.003 eV.